{
  "formula": "F3NO4S2",
  "method": "ωB97M-V/def2-TZVPD",
  "lumo_energy_ev": -0.37,
  "total_charge": 0,
  "de_lowest_kj_mol": 0.0,
  "energy_ev": -39498.32667,
  "homo_lumo_gap_ha": 0.45782,
  "mol_weight_da": 199.1,
  "max_force_ev_per_a": 3.27,
  "homo_energy_ev": -12.83,
  "species": ["N", "O", "O", "O", "O", "F", "F", "F", "S", "S"],
  "coordinates": [[0.002, 0.474, 0.831], [-1.983, -1.368, 0.738], [-0.875, -0.624, -1.333], [1.292, -1.525, -0.307], [1.631, 0.790, -1.173], [-0.179, 1.804, 0.454], [-2.409, 0.900, 0.022], [2.479, 0.046, 0.940], [-1.334, -0.356, -0.025], [1.375, -0.143, -0.146]]
}